(1)
DFT (the ωB97M-V functional and the def2-TZVPD basis) results for a cluster of 2 separate species, C3H11N4 in total.

The geometry in ORCA input format:
```
! RIJCOSX wB97M-V def2-TZVPD def2/J DEFGRID3
* xyz 1 1
C 1.552 1.059 -1.992
N 1.180 0.657 -0.641
C 1.933 0.884 0.397
N 1.481 0.792 1.638
H 0.973 1.932 -2.299
H 1.295 0.279 -2.701
H 2.603 1.325 -2.013
H 0.230 0.279 -0.452
H 3.007 0.961 0.281
H 0.502 0.571 1.778
H 2.130 0.934 2.390
N -2.735 -1.743 -0.505
C -2.294 -1.124 0.597
N -1.111 -0.554 0.686
H -2.165 -1.632 -1.333
H -3.736 -1.722 -0.651
H -3.090 -0.853 1.309
H -0.656 -1.108 1.427
*
```

Values from the calculation:
Kohn-Sham gap in eV: 9.8
Lowest unoccupied orbital energy in eV: -2.8506

***

(2)
DFT (the ωB97M-V functional and the def2-TZVPD basis) results for a cluster of 2 separate species, C3H11N4 in total.

The geometry in ORCA input format:
```
! RIJCOSX wB97M-V def2-TZVPD def2/J DEFGRID3
* xyz 1 3
C -0.744 -0.698 0.294
C -2.152 -0.773 -0.142
C 0.921 0.930 0.147
N 0.016 -1.573 0.804
N 1.682 -0.044 -0.168
N 1.579 2.044 0.292
N -0.407 0.604 0.333
H -2.509 0.122 -0.587
H -2.180 -1.595 -0.882
H -2.833 -1.025 0.751
H 0.227 1.463 -1.678
H -0.497 -2.448 0.780
H -0.463 1.512 -1.898
H 2.705 0.095 -0.248
H 1.407 -1.017 0.077
H 1.102 2.912 0.602
H 2.472 2.315 -0.196
H -1.071 1.356 0.402
*
```

Values from the calculation:
Kohn-Sham gap (alpha / beta) in eV: 7.1 / 7.2
Lowest unoccupied orbital energy (alpha / beta) in eV: -2.8458 / -7.6664
<S²>: 2.005

***

(3)
DFT (the ωB97M-V functional and the def2-TZVPD basis) results for a cluster of 2 separate species, C3H11N4O in total.

The geometry in ORCA input format:
```
! RIJCOSX wB97M-V def2-TZVPD def2/J DEFGRID3
* xyz 2 2
C 2.490 -0.014 -0.410
C 1.623 -1.149 -0.823
N 0.359 -0.854 -1.296
O 2.082 -2.302 -0.796
H 2.150 0.309 0.589
H 2.398 0.862 -1.060
H 3.537 -0.378 -0.262
H -0.317 -0.069 -1.122
H -0.097 -1.653 -1.784
N -2.698 0.238 0.958
C -1.388 0.535 0.658
N -1.202 1.497 -0.332
N -0.404 0.033 1.348
H -2.668 -0.366 1.785
H -3.162 -0.210 0.201
H -2.062 2.069 -0.361
H -0.437 2.163 -0.198
H -0.684 -0.660 2.045
H 0.479 -0.052 0.859
*
```

Values from the calculation:
Kohn-Sham gap (alpha / beta) in eV: 11.4 / 7.1
Lowest unoccupied orbital energy (alpha / beta) in eV: -8.6042 / -12.8537
<S²>: 0.755

***

(4)
DFT (the ωB97M-V functional and the def2-TZVPD basis) results for a structure of composition C3H11N5.

The geometry in ORCA input format:
```
! RIJCOSX wB97M-V def2-TZVPD def2/J DEFGRID3
* xyz 0 1
C 1.402 -0.943 0.868
C 0.358 1.266 0.932
N 0.137 -0.180 0.789
N 1.091 -2.344 0.757
H -0.822 -1.109 -0.025
H 1.903 -2.920 0.939
H 0.707 -2.512 -0.170
H 2.031 -0.555 0.049
H 1.899 -0.756 1.832
H 1.025 1.618 0.138
H -0.576 1.824 0.879
H 0.829 1.524 1.893
N -2.145 0.808 -1.469
N -1.388 1.986 -1.732
C -1.665 -0.334 -1.552
N -1.416 -1.444 -1.160
H -0.474 -0.497 1.537
H -0.809 1.872 -2.567
H -2.086 2.695 -1.936
*
```

Values from the calculation:
Kohn-Sham gap in eV: 8.8
Lowest unoccupied orbital energy in eV: 0.8382

***

(5)
DFT (the ωB97M-V functional and the def2-TZVPD basis) results for a cluster of 2 separate species, C3H11N5 in total.

The geometry in ORCA input format:
```
! RIJCOSX wB97M-V def2-TZVPD def2/J DEFGRID3
* xyz 2 1
C 0.052 0.200 -0.037
C 0.183 1.665 -0.210
C 2.540 -0.066 0.072
N -1.116 -0.538 -0.048
N 1.151 -0.578 0.030
N -3.357 -0.565 0.056
N 1.087 -1.903 0.007
N -2.229 0.009 -0.001
H 1.057 1.739 -0.832
H 0.587 2.136 0.706
H -0.756 2.146 -0.472
H 2.895 0.140 1.212
H 3.245 -0.647 -0.537
H 2.465 0.926 -0.260
H -3.564 -1.626 0.049
H -4.065 0.058 -0.332
H 0.262 -2.434 -0.078
H 1.833 -2.440 0.386
H -2.271 1.778 0.291
*
```

Values from the calculation:
Kohn-Sham gap (alpha / beta) in eV: 6.4 / 6.4
Lowest unoccupied orbital energy (alpha / beta) in eV: -11.2379 / -11.2316

***

(6)
DFT (the ωB97M-V functional and the def2-TZVPD basis) results for a cluster of 2 separate species, C3H11NO in total.

The geometry in ORCA input format:
```
! RIJCOSX wB97M-V def2-TZVPD def2/J DEFGRID3
* xyz -1 2
C 1.875 1.527 1.166
C 1.752 0.108 0.593
H 2.291 2.210 0.450
H 0.904 1.898 1.514
H 2.458 1.589 2.082
H 0.706 -0.191 0.554
H 2.205 -0.628 1.260
H 2.088 0.053 -0.431
N -2.075 -1.019 0.212
C -1.974 -1.017 -1.211
O -1.049 -0.030 -1.646
H -2.142 -0.116 0.645
H -1.427 -1.656 0.639
H -2.947 -0.811 -1.671
H -1.602 -1.988 -1.539
H -1.061 0.073 -2.618
*
```

Values from the calculation:
Kohn-Sham gap (alpha / beta) in eV: 2.7 / 9.5
Lowest unoccupied orbital energy (alpha / beta) in eV: 4.0365 / 3.8957
<S²>: 0.751

***

(7)
DFT (the ωB97M-V functional and the def2-TZVPD basis) results for a cluster of 2 separate species, C3H11NO in total.

The geometry in ORCA input format:
```
! RIJCOSX wB97M-V def2-TZVPD def2/J DEFGRID3
* xyz 0 1
C -1.450 -1.278 -0.566
N -0.967 0.071 -0.275
C -1.496 0.620 0.967
H -0.928 -1.647 -1.453
H -1.182 -1.923 0.268
H -2.529 -1.291 -0.769
H -1.175 0.701 -1.032
H -2.599 0.595 1.012
H -1.138 1.634 1.135
H -1.177 0.001 1.807
C 2.361 0.792 -0.085
O 1.530 -0.324 -0.059
H 3.001 0.809 -0.982
H 1.793 1.728 -0.057
H 3.032 0.819 0.790
H 0.535 -0.102 -0.117
*
```

Values from the calculation:
Kohn-Sham gap in eV: 10.0
SMILES: CNC.CO
Lowest unoccupied orbital energy in eV: 0.9279

***

(8)
DFT (the ωB97M-V functional and the def2-TZVPD basis) results for a cluster of 2 separate species, C3H11NO in total.

The geometry in ORCA input format:
```
! RIJCOSX wB97M-V def2-TZVPD def2/J DEFGRID3
* xyz 0 1
C -1.130 -0.237 2.945
C -1.523 -0.369 1.488
O -0.533 -1.143 0.824
C -0.109 -0.649 -0.411
H -1.876 0.306 3.512
H -0.976 -1.201 3.416
H -0.185 0.293 2.952
H -1.536 0.646 1.062
H -2.500 -0.778 1.250
H 0.438 0.293 -0.406
H -0.936 -0.540 -1.144
H 0.486 -1.456 -0.860
N 2.762 1.361 -3.706
H 3.011 0.950 -2.819
H 2.743 0.714 -4.477
H 1.862 1.812 -3.626
*
```

Values from the calculation:
Kohn-Sham gap in eV: 10.7
SMILES: CCOC.N
Lowest unoccupied orbital energy in eV: 0.8613

***

(9)
DFT (the ωB97M-V functional and the def2-TZVPD basis) results for a cluster of 2 separate species, C3H11NO2 in total.

The geometry in ORCA input format:
```
! RIJCOSX wB97M-V def2-TZVPD def2/J DEFGRID3
* xyz 0 1
N -3.018 0.207 0.262
C -1.664 0.573 -0.201
C -0.674 -0.129 0.752
C 0.782 0.133 0.370
O 1.734 -0.620 1.137
H -3.086 0.159 1.284
H -3.667 1.006 0.018
H -1.380 1.631 -0.331
H -1.493 0.299 -1.262
H -0.838 0.328 1.757
H -0.900 -1.223 0.961
H 0.847 -0.275 -0.644
H 0.898 1.214 0.481
H 2.380 -0.839 0.460
O 3.294 -0.987 -1.362
H 3.288 -0.009 -1.514
H 3.496 -1.469 -2.168
*
```

Values from the calculation:
Kohn-Sham gap in eV: 9.9
SMILES: NCCCO.O
Lowest unoccupied orbital energy in eV: 0.5046

***

(10)
DFT (the ωB97M-V functional and the def2-TZVPD basis) results for a cluster of 2 separate species, C3H11NO2 in total.

The geometry in ORCA input format:
```
! RIJCOSX wB97M-V def2-TZVPD def2/J DEFGRID3
* xyz 0 1
C -0.344 1.605 -0.202
C 0.250 0.269 -0.678
N -0.597 -0.949 -0.211
C 1.744 0.290 -0.181
O 2.508 -0.865 -0.722
H -1.152 1.313 0.538
H 0.411 2.254 0.377
H -0.656 2.292 -1.029
H 0.015 0.384 -1.689
H -0.291 -1.695 -0.986
H 0.107 -1.319 0.454
H 2.200 1.165 -0.629
H 1.812 0.357 0.913
H 2.274 -0.947 -1.662
O -2.730 -1.680 2.093
H -2.405 -0.814 2.408
H -3.146 -1.659 1.207
*
```

Values from the calculation:
Kohn-Sham gap in eV: 10.8
SMILES: C[C@H](N)CO.O
Lowest unoccupied orbital energy in eV: 0.7263

***

(11)
DFT (the ωB97M-V functional and the def2-TZVPD basis) results for a cluster of 3 separate species, C3H11NO2 in total.

The geometry in ORCA input format:
```
! RIJCOSX wB97M-V def2-TZVPD def2/J DEFGRID3
* xyz 0 1
C 2.036 1.090 1.468
C 1.291 -0.009 1.596
C 0.514 -0.605 0.452
N 1.175 -0.699 2.784
H 2.597 1.587 2.250
H 1.994 1.712 0.581
H 0.882 -0.247 -0.506
H -0.496 -0.187 0.520
H 0.517 -1.686 0.510
H 0.794 -1.624 2.791
H 1.444 -0.287 3.656
O 0.101 -1.389 -5.981
H -0.712 -1.012 -5.647
H 0.862 -0.871 -5.723
O -4.657 1.399 0.207
H -4.401 2.063 0.852
H -3.939 0.766 0.188
*
```

Values from the calculation:
Kohn-Sham gap in eV: 8.6
SMILES: C=C(C)N.O.O
Lowest unoccupied orbital energy in eV: 0.5103

***

(12)
DFT (the ωB97M-V functional and the def2-TZVPD basis) results for a cluster of 2 separate species, C3H11NO2 in total.

The geometry in ORCA input format:
```
! RIJCOSX wB97M-V def2-TZVPD def2/J DEFGRID3
* xyz 0 1
C 0.346 -0.763 1.182
C 0.801 0.737 1.276
N 0.370 1.535 0.070
C -0.805 0.987 -0.636
O -1.703 2.009 -1.175
H -0.526 -1.129 1.746
H 0.405 -0.875 0.135
H 1.161 -1.458 1.491
H 1.962 0.861 1.562
H 0.107 1.134 2.233
H 0.996 2.039 -0.465
H -0.491 0.272 -1.466
H -1.532 0.498 0.071
H -1.791 2.766 -0.436
O 0.268 -2.662 -1.513
H -0.559 -2.726 -2.025
H 0.990 -3.225 -2.051
*
```

Values from the calculation:
Kohn-Sham gap in eV: 9.0
SMILES: CCNCO.O
Lowest unoccupied orbital energy in eV: 0.5982

***

(13)
DFT (the ωB97M-V functional and the def2-TZVPD basis) results for a cluster of 3 separate species, C3H11NO2 in total.

The geometry in ORCA input format:
```
! RIJCOSX wB97M-V def2-TZVPD def2/J DEFGRID3
* xyz 0 1
C 2.593 -1.184 -3.293
C 1.130 -0.976 -3.181
C 0.524 -1.388 -2.023
N 1.001 -1.279 -0.634
H 3.190 -1.615 -2.551
H 2.880 -1.788 -4.220
H 3.202 -0.283 -3.542
H 0.505 -0.350 -3.791
H -0.594 -1.534 -2.019
H 0.321 -0.830 0.023
H 1.866 -0.653 -0.633
O -2.577 -0.586 6.117
H -2.395 0.219 6.604
H -1.852 -0.885 5.500
O -3.464 4.716 2.471
H -2.555 4.422 2.146
H -3.775 3.994 3.025
*
```

Values from the calculation:
Kohn-Sham gap in eV: 8.3
SMILES: C/C=C\N.O.O
Lowest unoccupied orbital energy in eV: 0.4440

***

(14)
DFT (the ωB97M-V functional and the def2-TZVPD basis) results for a cluster of 2 separate species, C3H11NO2 in total.

The geometry in ORCA input format:
```
! RIJCOSX wB97M-V def2-TZVPD def2/J DEFGRID3
* xyz 0 1
N -2.282 1.618 -1.666
C -1.283 0.721 -2.186
C -0.914 -0.450 -1.281
C 0.295 -0.178 -0.381
O 0.531 -1.479 0.308
H -3.187 1.161 -1.553
H -2.195 1.901 -0.690
H -0.418 1.220 -2.633
H -1.632 0.323 -3.172
H -1.757 -0.769 -0.671
H -0.526 -1.321 -1.843
H 1.227 0.094 -0.893
H 0.149 0.428 0.530
H 1.470 -1.629 0.201
O 3.085 -0.226 4.295
H 2.462 -0.276 3.569
H 3.109 0.631 4.698
*
```

Values from the calculation:
Kohn-Sham gap in eV: 10.1
SMILES: NCCCO.O
Lowest unoccupied orbital energy in eV: 0.6243

***

(15)
DFT (the ωB97M-V functional and the def2-TZVPD basis) results for a cluster of 3 separate species, C3H11NO3 in total.

The geometry in ORCA input format:
```
! RIJCOSX wB97M-V def2-TZVPD def2/J DEFGRID3
* xyz 0 1
C 0.920 -0.032 1.900
N 1.673 -0.002 0.668
C 1.379 -0.610 -0.512
C 0.137 -1.473 -0.497
O 2.026 -0.471 -1.530
H 1.572 0.250 2.719
H 0.000 0.554 1.886
H 0.545 -1.031 2.124
H 2.581 0.443 0.730
H 0.071 -1.944 -1.474
H -0.809 -0.979 -0.293
H 0.302 -2.231 0.274
O -2.820 -0.253 -1.454
H -2.775 0.595 -1.027
H -2.908 -0.005 -2.391
O -1.030 2.284 -0.388
H -0.455 2.638 -1.076
H -0.408 2.267 0.340
*
```

Values from the calculation:
Kohn-Sham gap in eV: 10.1
SMILES: CNC(C)=O.O.O
Lowest unoccupied orbital energy in eV: 0.5193

***

(16)
DFT (the ωB97M-V functional and the def2-TZVPD basis) results for a cluster of 4 separate species, C3H11NO3 in total.

The geometry in ORCA input format:
```
! RIJCOSX wB97M-V def2-TZVPD def2/J DEFGRID3
* xyz 0 1
C 1.159 -1.106 0.085
C 0.468 -0.414 -0.825
N 0.899 0.812 -1.324
C 0.605 1.252 -2.470
H 1.902 -0.722 0.767
H 0.859 -2.135 0.231
H -0.493 -0.787 -1.157
H 0.273 2.272 -2.646
H 0.616 0.624 -3.371
O -2.158 1.460 -0.012
H -1.292 1.216 0.344
H -1.907 2.143 -0.644
O 0.952 1.867 1.531
H 1.361 2.721 1.373
H 1.064 1.377 0.705
O -1.279 -3.579 2.116
H -1.194 -4.151 2.886
H -1.836 -2.851 2.410
*
```

Values from the calculation:
Kohn-Sham gap in eV: 8.6
SMILES: C=CN=C.O.O.O
Lowest unoccupied orbital energy in eV: -0.0959

***

(17)
DFT (the ωB97M-V functional and the def2-TZVPD basis) results for a cluster of 2 separate species, C3H11NO3 in total.

The geometry in ORCA input format:
```
! RIJCOSX wB97M-V def2-TZVPD def2/J DEFGRID3
* xyz 0 1
N 1.034 0.489 0.436
C -0.171 0.637 -0.433
C -1.204 -0.534 -0.161
O -1.527 -0.481 1.221
C 0.250 0.901 -1.877
O 1.145 2.028 -1.775
H 1.318 1.418 0.727
H 1.786 0.229 -0.198
H -0.676 1.499 0.002
H -2.141 -0.468 -0.705
H -0.643 -1.440 -0.450
H -0.938 -1.170 1.548
H 0.648 0.045 -2.444
H -0.619 1.180 -2.502
H 1.112 2.478 -2.627
O 0.062 -2.364 2.750
H -0.264 -2.647 3.597
H 0.826 -1.798 2.893
*
```

Values from the calculation:
Kohn-Sham gap in eV: 10.1
SMILES: NC(CO)CO.O
Lowest unoccupied orbital energy in eV: 0.8226

***

(18)
DFT (the ωB97M-V functional and the def2-TZVPD basis) results for a cluster of 3 separate species, C3H11NO3 in total.

The geometry in ORCA input format:
```
! RIJCOSX wB97M-V def2-TZVPD def2/J DEFGRID3
* xyz 0 1
C 0.601 0.584 1.583
C -0.421 1.309 0.694
N -0.580 0.605 -0.595
C -1.769 1.334 1.369
O -2.491 2.278 1.502
H 1.255 -0.050 1.000
H 0.068 -0.085 2.269
H 1.188 1.327 2.112
H -0.036 2.298 0.482
H -1.423 0.043 -0.622
H -0.626 1.181 -1.429
H -2.050 0.319 1.750
O 1.788 -0.165 -2.411
H 1.619 -0.091 -1.469
H 2.111 -1.055 -2.590
O 0.600 -3.310 -1.391
H 0.373 -3.578 -0.495
H -0.206 -2.944 -1.760
*
```

Values from the calculation:
Kohn-Sham gap in eV: 10.0
SMILES: C[C@@H](N)C=O.O.O
Lowest unoccupied orbital energy in eV: 0.4742

***

(19)
DFT (the ωB97M-V functional and the def2-TZVPD basis) results for a cluster of 3 separate species, C3H11NO3 in total.

The geometry in ORCA input format:
```
! RIJCOSX wB97M-V def2-TZVPD def2/J DEFGRID3
* xyz 0 1
C -0.487 0.025 -1.576
N -1.669 0.047 -0.768
C -1.907 0.822 0.336
C -0.722 1.490 0.962
O -3.044 0.914 0.752
H -0.570 -0.755 -2.325
H 0.472 -0.017 -1.042
H -0.266 1.007 -2.057
H -2.476 -0.418 -1.152
H -0.214 0.668 1.528
H 0.048 1.950 0.360
H -0.981 2.055 1.855
O 3.161 -4.519 -2.878
H 3.759 -4.502 -2.133
H 3.787 -4.184 -3.530
O 0.682 1.874 4.017
H -0.100 1.775 4.557
H 0.527 1.768 3.095
*
```

Values from the calculation:
Kohn-Sham gap in eV: 10.2
SMILES: CNC(C)=O.O.O
Lowest unoccupied orbital energy in eV: 0.6436

***

(20)
DFT (the ωB97M-V functional and the def2-TZVPD basis) results for a cluster of 3 separate species, C3H11NO3 in total.

The geometry in ORCA input format:
```
! RIJCOSX wB97M-V def2-TZVPD def2/J DEFGRID3
* xyz 1 2
O 2.252 -1.935 -1.185
C 1.573 -1.008 -1.459
C 1.498 0.287 -0.627
C 1.590 0.385 0.858
N 0.226 0.881 -0.993
H 0.893 -1.107 -2.338
H 2.429 0.686 -1.091
H 1.718 1.456 1.052
H 0.660 0.145 1.388
H 2.305 -0.246 1.385
H 0.251 1.880 -0.787
H -0.378 0.612 -1.774
H -1.943 0.898 1.328
H -2.460 0.909 2.712
O -1.710 1.215 2.202
H -2.531 -2.279 -0.460
H -3.660 -1.380 -0.091
O -2.715 -1.399 -0.123
*
```

Values from the calculation:
Kohn-Sham gap (alpha / beta) in eV: 10.8 / 5.7
Lowest unoccupied orbital energy (alpha / beta) in eV: -3.9085 / -9.0087
<S²>: 0.756

***

The evaluated energy above the lowest of the compared OMol25 structures with the same formula, charge and spin for the records listed, in turn: 28.40 41.75 48.33 77.85 132.65 11.43 26.29 24.04 20.46 38.24 17.05 58.01 55.40 25.74 17.35 78.85 42.99 39.50 31.48 33.44 kcal/mol.
The evaluated electronic energy for the records listed, in turn: -339.67441 -339.46586 -414.44959 -394.56161 -393.77992 -250.81784 -250.85475 -250.85834 -326.09887 -326.07053 -326.10430 -326.03904 -326.04320 -326.09046 -401.38540 -401.28740 -401.34454 -401.35012 -401.36289 -400.99867 a.u..